*1*
Below is a single CH5N3 molecule, with properties calculated with wB97M-V/def2-TZVPD.

**Highest occupied orbital energy**: -9.13 eV
**Spin multiplicity**: 1
**SMILES**: N=C(N)N

Structure (XYZ):
```
9
Properties=species:S:1:pos:R:3:lowdin_charge:R:1
H -0.28 2.05 0.02 0.111
C -0.13 0.12 -0.09 -0.599
N -1.41 -0.20 -0.14 0.065
N 0.24 1.29 0.51 0.067
H -0.31 1.15 1.32 0.066
H 0.76 -1.89 -0.68 0.145
H -1.45 -1.08 -0.67 0.027
N 0.90 -0.84 -0.39 0.083
H 1.69 -0.60 0.12 0.034
```

*2*
Below is a single CH5N3 molecule, with properties calculated with wB97M-V/def2-TZVPD.

**Highest occupied orbital energy**: -9.33 eV
**Spin multiplicity**: 1
**SMILES**: N=C(N)N

Structure (XYZ):
```
9
Properties=species:S:1:pos:R:3:lowdin_charge:R:1
N -0.94 1.05 -0.12 0.093
H -1.91 0.80 -0.06 0.038
C -0.08 0.16 -0.05 -0.580
H 1.47 0.94 -1.01 0.066
N 1.32 0.02 -0.60 0.078
H 1.88 -0.06 0.23 0.056
N -0.37 -1.04 0.66 0.055
H 0.34 -1.80 0.55 0.097
H -1.34 -1.08 1.02 0.096
```

Which one is most stable, and which one is least stable? *2* is the most stable of them, while *1* is the least stable.

*1*
Below is a gas-phase ion, C6H10BrN2 (charge +1), with properties calculated with wB97M-V/def2-TZVPD.

**Charge**: +1
**Highest occupied orbital energy**: -13.92 eV
**Spin multiplicity**: 1
**SMILES**: CC1(C)NC(=[NH2+])C=C1Br

Structure (XYZ):
```
19
Properties=species:S:1:pos:R:3:lowdin_charge:R:1
C 0.38 -0.54 -0.08 -0.462
H 1.85 2.66 0.49 0.174
H -0.86 3.64 -0.13 0.152
H -0.22 -2.09 1.39 0.124
N -1.08 2.68 0.16 0.212
C 0.66 -1.36 1.19 -0.053
C -0.23 1.69 0.10 -0.340
N -0.69 0.45 -0.02 0.129
C 0.06 -1.36 -1.30 -0.018
H -1.56 0.23 -0.54 0.181
H 0.86 -0.67 2.04 0.098
H 0.46 -2.42 -1.29 0.117
C 1.75 0.59 -0.04 -0.609
C 1.19 1.76 0.17 -0.064
H 0.63 -0.96 -2.16 0.102
H -2.09 2.67 0.37 0.161
H 1.62 -1.98 1.05 0.095
H -1.03 -1.33 -1.45 0.088
Br 3.49 0.04 -0.09 0.914
```

*2*
Below is a gas-phase ion, C6H10BrN2 (charge +1), with properties calculated with wB97M-V/def2-TZVPD.

**Charge**: +1
**Highest occupied orbital energy**: -13.81 eV
**Spin multiplicity**: 1

Structure (XYZ):
```
19
Properties=species:S:1:pos:R:3:lowdin_charge:R:1
H 1.40 1.62 -1.70 0.162
C 0.97 -0.44 -1.55 -0.086
H -0.12 0.95 -2.50 0.169
C -0.24 -1.81 1.77 -0.072
H 0.11 -2.92 1.99 0.155
H 1.44 -0.88 -2.50 0.160
H -1.67 3.02 0.09 0.159
C -0.36 1.41 -0.35 -0.458
H -0.37 -1.36 2.71 0.062
H -1.08 1.15 1.36 0.146
C 0.92 -1.30 -0.53 -0.134
N -0.34 0.76 0.75 0.138
C 0.49 0.97 -1.51 -0.104
Br 2.21 -0.18 1.79 0.863
H -0.98 2.84 -1.55 0.164
H -1.03 -1.88 1.12 0.045
C 0.73 -0.94 0.91 -0.647
H 1.18 -2.27 -0.75 0.099
N -1.06 2.49 -0.55 0.178
```

Which one is most stable, and which one is least stable? *1* is the most stable of them, while *2* is the least stable.

*1*
Below is 2 unconnected molecules or ions with the total composition C9H12N3, with properties calculated with wB97M-V/def2-TZVPD.

**Charge**: +1
**Highest occupied orbital energy**: -12.20 eV
**Spin multiplicity**: 1

Structure (XYZ):
```
24
Properties=species:S:1:pos:R:3:lowdin_charge:R:1
C 0.94 -0.35 0.60 0.006
C -0.79 1.07 1.76 -0.027
H -1.52 0.22 1.51 0.130
H 2.59 1.57 1.11 0.146
H -0.54 -3.18 -2.29 0.103
N -1.00 0.14 -2.13 0.215
H 0.82 -1.99 -2.12 0.030
C 1.14 2.99 2.01 -0.054
C 0.55 0.86 1.23 -0.233
H -1.24 0.78 -1.40 0.121
C -0.18 3.26 2.22 -0.068
H -1.01 0.39 -3.09 0.147
H -0.51 4.33 2.40 0.146
C 1.56 1.78 1.48 -0.002
H -1.31 -1.48 -0.71 0.154
N 2.20 -1.60 -1.04 0.032
H -2.22 2.36 2.47 0.119
C -0.87 -1.07 -1.65 -0.085
C -0.19 -2.15 -2.52 -0.028
N 1.70 -1.00 -0.04 -0.055
C -1.17 2.32 2.19 -0.076
H 1.88 3.61 2.25 0.078
H 2.83 -2.33 -0.72 0.078
H -0.31 -1.89 -3.63 0.124
```

*2*
Below is a gas-phase ion, C9H12N3 (charge +1), with properties calculated with wB97M-V/def2-TZVPD.

**Charge**: +1
**Highest occupied orbital energy (alpha / beta)**: -13.55 / -13.55 eV
**Spin multiplicity**: 1
**SMILES**: CC/N=C/C=N\[C@@H]1C=CC=[N+]=C1

Structure (XYZ):
```
24
Properties=species:S:1:pos:R:3:lowdin_charge:R:1
C -3.07 -0.18 -0.20 0.018
H -1.29 -2.26 1.62 0.121
H 1.48 -1.05 0.70 0.098
H 0.00 -0.37 -1.68 0.142
N -1.98 1.91 -0.28 0.131
C 2.54 -0.39 -1.07 -0.026
C -0.76 -0.42 -0.83 -0.019
H -2.08 0.71 -1.99 0.203
H 2.90 -1.43 -1.22 0.096
H 3.42 0.31 -1.12 0.100
C 0.33 1.78 0.62 -0.010
C 1.86 -0.15 0.33 -0.235
H -3.85 -1.55 1.02 0.107
H 1.78 -0.15 -1.85 0.061
H 2.60 0.19 0.94 0.100
H -1.30 3.33 0.69 0.131
H -4.07 0.35 -0.45 0.165
N 0.75 0.65 0.23 0.033
C -1.00 2.35 0.34 -0.110
C -1.94 0.51 -0.85 -0.271
N -0.66 -1.46 0.02 0.101
C -2.91 -1.25 0.66 0.011
C -1.59 -1.70 0.80 -0.098
H 0.87 2.51 1.26 0.150
```

Which one is most stable, and which one is least stable? *1* is the most stable of them, while *2* is the least stable.

*1*
Below is a molecular structure, C4H4CsLiO2, with properties calculated with wB97M-V/def2-TZVPD.

**Charge**: +1
**Highest occupied orbital energy (alpha / beta)**: -9.46 / -9.43 eV
**Spin multiplicity**: 2

Structure (XYZ):
```
12
Properties=species:S:1:pos:R:3:lowdin_spin:R:1
C -1.87 -0.52 0.23 0.011
Li -2.82 -3.30 0.22 0.003
O 1.82 1.99 -0.31 0.020
C 1.05 1.32 -1.10 0.009
C 0.09 0.43 -0.80 0.072
Cs 4.77 2.48 1.98 0.021
H -2.32 0.49 0.21 0.000
H -0.07 -1.62 -0.21 0.013
O -2.61 -1.49 0.40 0.006
C -0.45 -0.59 -0.06 0.101
H 1.31 1.31 -2.18 0.003
H 1.10 -0.48 1.60 0.741
```

*2*
Below is a molecular structure, C4H4CsLiO2, with properties calculated with wB97M-V/def2-TZVPD.

**Charge**: +1
**Highest occupied orbital energy (alpha / beta)**: -7.65 / -7.64 eV
**Spin multiplicity**: 2

Structure (XYZ):
```
12
Properties=species:S:1:pos:R:3:lowdin_spin:R:1
H 1.59 1.34 -0.34 0.001
C 1.55 0.24 -0.25 -0.001
H -1.39 2.64 1.58 0.890
Li -4.71 -0.61 1.16 0.013
C -2.09 -0.18 -0.14 0.028
C -0.90 0.39 -0.14 0.049
H -0.88 1.30 -0.75 0.012
Cs 6.68 -2.57 -1.43 0.000
H 0.33 -1.28 0.62 0.000
O 2.66 -0.39 -0.46 -0.003
C 0.36 -0.30 0.13 0.001
O -3.20 -0.57 0.03 0.010
```

Which one is most stable, and which one is least stable? *1* is the most stable of them, while *2* is the least stable.

*1*
Below is 2 unconnected molecules or ions with the total composition C4H8P2, with properties calculated with wB97M-V/def2-TZVPD.

**Highest occupied orbital energy (alpha / beta)**: -8.21 / -8.55 eV
**Spin multiplicity**: 1

Structure (XYZ):
```
14
Properties=species:S:1:pos:R:3:lowdin_charge:R:1
C -1.15 -0.77 -0.40 -0.172
C -1.46 1.24 1.05 0.015
H 3.92 0.62 -1.51 -0.072
H -0.46 -1.53 -0.29 0.024
H 2.27 0.00 1.83 -0.123
H 1.45 -0.50 -1.50 -0.014
H -2.14 -1.28 -0.08 0.122
H -2.34 0.89 1.40 0.027
H -1.43 -0.66 -1.38 0.041
P 2.63 -0.86 0.70 0.548
C 1.67 0.02 -0.60 -0.817
H -1.15 2.12 1.35 -0.004
C -0.71 0.44 0.28 -0.100
P 3.06 1.07 -0.26 0.526
```

*2*
Below is a molecular structure, C4H8P2, with properties calculated with wB97M-V/def2-TZVPD.

**Highest occupied orbital energy**: -8.08 eV
**Spin multiplicity**: 1

Structure (XYZ):
```
14
Properties=species:S:1:pos:R:3:lowdin_charge:R:1
H 2.90 -0.65 1.26 0.060
H -2.79 0.34 1.13 0.116
C -2.75 -0.40 0.21 -0.192
H 1.29 -0.32 -1.39 0.043
C 1.13 -0.35 -0.32 -0.852
H -3.12 -1.43 0.29 0.067
C -1.27 -0.32 -0.02 -0.767
C 2.60 -0.16 0.32 -0.164
H 2.62 0.87 0.63 0.023
H -0.32 1.42 -1.35 -0.090
P 0.02 -1.65 0.29 0.861
H 3.32 -0.14 -0.50 0.054
H -3.21 0.03 -0.63 0.040
P -0.11 1.03 -0.04 0.802
```

Which one is most stable, and which one is least stable? *2* is the most stable of them, while *1* is the least stable.

*1*
Below is a molecular structure, C19H24Cl3IN5O2SSiTa, with properties calculated with wB97M-V/def2-TZVPD.

**Charge**: +2
**Highest occupied orbital energy**: -14.49 eV
**Spin multiplicity**: 1

Structure (XYZ):
```
57
Properties=species:S:1:pos:R:3:lowdin_charge:R:1
H 4.01 2.84 1.53 0.094
H 2.91 3.82 -1.15 0.087
C -2.22 -1.09 2.22 -0.127
C 0.19 2.99 -1.56 -0.211
C 4.09 -0.58 2.04 -0.055
Si 0.55 -3.25 1.32 -0.658
H -3.17 2.57 -1.10 0.139
C 4.89 0.68 0.03 -0.017
Cl 2.35 -3.97 0.84 0.459
H 4.73 -0.18 -0.62 0.090
H 3.49 -0.55 2.95 0.070
H 3.86 -1.48 1.47 0.043
C 4.16 1.92 2.09 -0.027
H -4.56 1.40 0.32 0.125
N 0.68 4.65 -3.17 0.158
C -1.61 4.18 -2.63 -0.112
H -4.62 3.46 -3.46 0.110
N -1.71 1.57 -0.05 -0.090
C -1.18 3.21 -1.70 -0.056
O 0.68 2.09 -0.69 -0.313
H 4.79 1.59 -0.57 0.090
C -2.10 2.44 -0.92 0.021
C -3.59 -1.14 2.37 -0.034
H 2.24 0.11 -1.22 0.122
H -0.91 5.60 -4.06 0.133
C -2.54 0.71 0.71 -0.346
H -5.50 -0.33 1.83 0.126
Ta 0.18 0.82 0.70 1.228
H -4.03 -1.87 3.04 0.122
H 3.49 1.92 2.95 0.064
C 1.10 3.75 -2.31 -0.244
H -3.47 5.05 -2.00 0.139
S -0.77 -0.85 -1.92 0.870
C -4.43 -0.26 1.69 -0.017
N 2.53 0.86 0.69 -0.158
O -3.77 3.27 -3.04 -0.057
N -0.31 -2.86 -0.10 -0.026
I 0.21 2.43 2.75 0.495
Cl -0.47 -4.37 2.59 0.497
C -3.91 0.70 0.84 0.021
C 2.58 3.54 -2.15 -0.003
H -3.15 5.14 -3.73 0.132
C 3.94 0.69 1.22 -0.583
H 2.86 2.50 -2.33 0.076
Cl 0.91 -1.34 2.21 0.455
H 3.11 4.16 -2.87 0.098
H 5.19 1.93 2.46 0.110
C -1.65 -0.14 1.36 -0.359
C -0.52 -2.00 -0.89 -0.795
C -3.07 4.49 -2.86 -0.178
H 5.14 -0.67 2.34 0.111
H 2.56 1.74 0.16 0.081
H -1.62 -1.77 2.81 0.036
H 2.38 -1.03 -0.01 0.063
C -0.64 4.85 -3.33 -0.039
N 2.02 -0.11 -0.25 -0.069
H 5.92 0.63 0.38 0.108
```

*2*
Below is a molecular structure, C19H24Cl3IN5O2SSiTa, with properties calculated with wB97M-V/def2-TZVPD.

**Charge**: +2
**Highest occupied orbital energy**: -15.12 eV
**Spin multiplicity**: 1

Structure (XYZ):
```
57
Properties=species:S:1:pos:R:3:lowdin_charge:R:1
H 2.31 4.23 -0.86 0.090
Cl -3.92 0.33 1.84 0.348
C 1.42 4.72 -0.45 -0.032
I -0.01 0.01 2.88 1.209
H 2.45 5.65 1.92 0.101
N 1.99 0.10 0.25 -0.104
N 1.63 0.37 -4.89 0.167
H 3.64 0.32 -5.31 0.137
H 2.19 0.09 4.88 0.109
C 2.30 4.57 1.89 -0.028
C 4.79 -0.09 2.73 -0.016
Cl -2.25 -1.58 -0.40 0.323
C 2.71 0.05 1.50 -0.317
Ta -0.31 -0.23 0.05 0.968
C 0.67 0.33 -3.98 -0.236
O 0.06 0.19 -1.66 -0.309
C -0.16 4.80 1.51 -0.032
H -0.81 0.10 -5.48 0.099
H 5.18 1.21 -2.54 0.141
H 5.22 -1.55 -2.12 0.118
C 2.73 0.06 3.95 -0.123
H 4.66 0.01 4.88 0.130
H -0.05 5.87 1.69 0.104
C 4.12 0.01 3.94 -0.028
H -0.81 2.68 0.38 0.060
C 2.07 0.07 2.73 -0.580
C 3.33 0.32 -3.19 -0.103
H 0.29 2.41 -0.80 0.095
O 5.05 -0.67 -1.77 -0.053
N -1.07 -4.49 0.04 0.116
C -0.28 -3.66 0.09 -0.807
N 0.06 2.18 0.16 -0.076
C 1.15 4.22 0.97 -0.622
H 3.70 0.75 -0.61 0.126
N 1.13 2.72 0.95 -0.055
H 4.65 -0.24 0.62 0.108
C -0.76 0.35 -4.42 0.010
H -1.36 -0.37 -3.86 0.082
C 4.10 -0.09 1.53 0.011
H 3.23 4.10 1.55 0.090
C 2.69 0.39 -0.79 -0.022
C 2.33 0.33 -2.21 -0.058
H 0.97 2.41 1.90 0.036
H -1.00 4.69 0.81 0.079
Si -2.80 0.56 0.19 -0.568
C 4.81 0.23 -2.85 -0.162
C 1.03 0.29 -2.64 -0.196
S 0.87 -2.41 0.15 0.611
H 5.36 -0.05 -3.74 0.136
C 2.91 0.34 -4.51 -0.033
H 0.57 4.56 -1.12 0.080
H -0.43 4.33 2.46 0.093
H 2.10 4.24 2.92 0.091
H 1.60 5.79 -0.43 0.103
Cl -3.79 1.23 -1.42 0.366
H 5.87 -0.19 2.72 0.130
H -1.20 1.34 -4.28 0.096
```

Which one is most stable, and which one is least stable? *1* is the most stable of them, while *2* is the least stable.